Entry 1:
Below is 2 unconnected molecules or ions with the total composition C5H3F5O9S2 in a non-equilibrium geometry, with properties calculated with ωB97M-V/def2-TZVPD.

Each line ends with the Löwdin charge.
Cartesian coordinates (Å):
O 2.811 2.996 0.029  0.183
C 2.832 1.823 0.280  -0.514
O 3.712 1.187 1.117  0.042
C 3.144 -0.087 1.496  -0.078
C 1.716 0.186 1.064  -0.332
S 0.570 -1.183 1.050  0.794
O 1.085 -2.161 0.148  -0.236
O 0.404 -1.648 2.399  -0.273
C -1.091 -0.637 0.405  -0.528
F -1.881 -1.675 0.529  0.190
F -0.962 -0.292 -0.835  0.212
C -1.710 0.544 1.188  -0.598
F -2.216 0.136 2.344  0.173
F -2.647 1.100 0.491  0.247
F -0.767 1.463 1.460  0.145
O 1.963 0.850 -0.176  0.086
H 3.236 -0.220 2.563  0.135
H 3.705 -0.826 0.943  0.140
H 1.396 0.995 1.720  0.143
O -3.225 -1.975 -3.398  -0.519
S -3.063 -0.512 -3.649  0.143
O -3.606 0.251 -2.478  -0.521
O -3.797 -0.126 -4.888  -0.515
O -1.609 -0.193 -3.802  -0.517

Calculated values
Calculated total energy   -2165.14088 a.u.
Maximum force   2.1 eV/Å
Charge   -2
HOMO energy   0.65 eV
Gap between HOMO and LUMO   3.16 eV



Entry 2:
Below is a gas-phase ion, C5H3FNO2 (charge -1) in a non-equilibrium geometry, with properties calculated with ωB97M-V/def2-TZVPD.

Each line ends with the Löwdin charge.
Cartesian coordinates (Å):
C -0.576 -0.746 -0.352  -0.409
C 0.473 0.723 0.781  0.043
C -1.659 -0.811 -1.100  -0.003
C 0.960 1.948 1.648  -0.719
C 0.802 -0.924 -0.826  -0.147
N -0.553 0.050 0.911  0.117
O 1.126 1.568 2.824  -0.023
O 1.086 2.958 0.953  -0.024
F 1.067 -1.560 -2.001  -0.056
H -2.509 -0.583 -0.561  0.011
H -1.799 -1.145 -2.179  0.077
H 1.582 -1.478 -0.099  0.132

Calculated values
ΔE to the lowest compared entry with this formula, charge and spin   337.0 kJ/mol
Calculated total energy   -497.33253 a.u.
Maximum force   4.6 eV/Å
Charge   -1
HOMO energy (alpha / beta)   -4.11 / -3.68 eV
Gap between HOMO and LUMO (alpha / beta)   7.78 / 7.10 eV